Record 1
Density functional theory data (wB97M-V/def2-TZVPD) for 5 unconnected molecules or ions with the total composition C17H36BN2O5S4 in a non-equilibrium geometry.

Element x y z (Å)
C 2.06 2.00 -0.67
C 0.61 1.48 -0.70
C -0.08 1.32 -1.88
C -1.41 0.90 -1.86
C -2.04 0.63 -0.66
C -3.51 0.23 -0.60
B -4.46 1.55 -0.24
N -4.64 2.49 -1.44
O -3.93 2.32 0.98
C -3.33 3.40 0.68
N -2.57 4.21 0.35
C -1.30 0.76 0.54
C 0.04 1.19 0.54
H 2.14 2.61 0.25
H 2.16 2.68 -1.52
H 2.80 1.19 -0.70
H 0.42 1.53 -2.84
H -1.93 0.82 -2.82
H -3.80 -0.06 -1.63
H -3.71 -0.63 0.06
H -5.55 1.09 0.04
H -3.80 2.49 -2.03
H -5.35 2.08 -2.04
H -1.81 0.54 1.48
H 0.57 1.28 1.48
C -4.81 -2.54 3.06
S -4.26 -2.92 1.40
O -5.36 -2.56 0.48
C -4.31 -4.72 1.60
H -4.89 -1.46 3.15
H -5.79 -3.00 3.24
H -4.08 -2.90 3.78
H -5.31 -5.03 1.88
H -3.59 -5.01 2.37
H -4.04 -5.17 0.65
C 0.28 -1.10 2.86
S -0.36 -2.34 3.99
O -1.74 -1.94 4.38
C 0.72 -1.90 5.37
H -0.28 -1.16 1.93
H 0.16 -0.11 3.29
H 1.33 -1.31 2.66
H 0.57 -0.85 5.64
H 1.76 -2.06 5.08
H 0.47 -2.53 6.22
C 4.06 3.32 -3.92
S 2.44 2.64 -4.31
O 2.38 1.29 -3.69
C 2.76 2.39 -6.07
H 4.10 3.52 -2.85
H 4.83 2.61 -4.20
H 4.19 4.26 -4.47
H 3.62 1.74 -6.19
H 2.94 3.36 -6.54
H 1.88 1.92 -6.51
C 5.27 -2.33 1.13
S 5.33 -0.59 0.68
O 3.97 -0.04 0.87
C 5.57 -0.86 -1.08
H 5.08 -2.41 2.20
H 4.46 -2.82 0.58
H 6.22 -2.80 0.89
H 4.74 -1.44 -1.48
H 6.51 -1.37 -1.25
H 5.59 0.12 -1.57

Results
LUMO energy = 1.8 eV
2S+1 = 1
Total charge = -1
Energy relative to the best compared isomer or geometry (same formula, charge and spin) = 31.0 kJ/mol
E_HOMO = -3.833 eV
HOMO-LUMO gap = 5.7 eV
Calculated total energy = -2772.61795 hartree

Record 2
Density functional theory data (wB97M-V/def2-TZVPD) for 2 unconnected molecules or ions with the total composition C2H3NS3 in a non-equilibrium geometry.

Element x y z (Å)
C -1.99 0.52 0.11
C 1.58 0.08 -0.88
N 0.10 -0.47 1.16
S -2.23 -0.95 -0.31
S -2.10 2.00 0.44
S 1.56 -0.68 0.56
H 2.46 0.38 -1.45
H 0.76 0.06 -1.66
H -0.13 -0.94 2.03

Results
LUMO energy (alpha / beta) = -0.5 / -0.5 eV
2S+1 = 1
Energy relative to the best compared isomer or geometry (same formula, charge and spin) = 292.9 kJ/mol
E_HOMO (alpha / beta) = -8.340 / -8.339 eV
HOMO-LUMO gap (alpha / beta) = 7.8 / 7.8 eV
Calculated total energy = -1327.20508 hartree

Record 3
Density functional theory data (wB97M-V/def2-TZVPD) for a molecular structure, C6H12GaN4O3S4Sb.

Element x y z (Å)
Ga -0.30 -0.85 0.13
S -3.35 -0.64 -3.67
Sb -2.12 0.37 -2.03
S 0.18 -0.26 -2.03
S -2.56 -0.48 0.15
O -0.22 -4.87 -1.01
C -0.17 -3.82 -0.48
N -0.09 -2.78 0.10
O 1.48 -1.13 4.01
S 0.89 -1.51 2.73
N 0.67 -0.43 1.74
C 0.44 3.83 -1.61
N 0.28 4.19 -0.21
C -0.28 5.51 -0.01
C -0.13 3.15 0.63
O -0.48 2.07 0.18
N -0.07 3.40 1.97
C 0.78 4.40 2.56
C -0.74 2.48 2.87
H 1.15 4.51 -2.07
H -0.51 3.89 -2.15
H 0.80 2.81 -1.69
H -1.09 5.70 -0.73
H 0.48 6.29 -0.14
H -0.70 5.61 0.99
H 1.49 4.77 1.83
H 1.35 3.94 3.38
H 0.22 5.25 2.97
H -1.07 1.61 2.32
H -1.61 2.96 3.34
H -0.05 2.16 3.65

Results
LUMO energy (alpha / beta) = 2.5 / 0.8 eV
2S+1 = 2
Total charge = -1
Energy relative to the best compared isomer or geometry (same formula, charge and spin) = 0.0 kJ/mol
E_HOMO (alpha / beta) = -4.960 / -5.455 eV
HOMO-LUMO gap (alpha / beta) = 7.4 / 6.2 eV
Calculated total energy = -4438.57662 hartree

Record 4
Density functional theory data (wB97M-V/def2-TZVPD) for 5 unconnected molecules or ions with the total composition C41H60F4N5O7P2S in a non-equilibrium geometry.

Element x y z (Å)
C 4.37 -5.51 -2.37
C 3.24 -4.30 -2.57
O 2.20 -4.67 -3.58
C 1.52 -3.42 -4.07
C -0.10 -3.57 -4.24
O -0.92 -2.62 -3.49
N -0.45 -1.37 -3.50
C -1.28 -0.67 -2.40
N -2.46 0.13 -2.86
C -2.36 1.60 -2.65
C -3.59 2.31 -1.84
C -3.05 3.82 -1.36
C -3.01 4.86 -2.63
N -1.72 5.63 -2.80
C -1.22 6.23 -1.51
C -0.66 4.84 -3.54
C 0.84 4.46 -2.95
O -0.89 4.44 -4.82
C -3.79 -0.49 -2.60
N -4.86 -0.07 -3.64
C -6.22 -0.24 -3.00
N -0.90 -0.89 -1.07
C 0.28 -1.72 -0.62
S -0.20 -3.34 0.23
C -1.95 -3.84 -0.18
C -2.59 -4.95 0.91
P -1.87 -0.16 0.29
O -1.19 -0.41 1.72
P -0.63 -0.56 -5.07
O -0.29 1.02 -5.03
O -2.25 -0.75 -5.79
O 0.47 -1.19 -6.31
H 4.13 -6.46 -3.02
H 4.56 -5.78 -1.24
H 5.42 -5.10 -2.77
H 3.87 -3.35 -2.91
H 2.76 -4.06 -1.51
H 1.98 -3.22 -5.15
H 1.89 -2.57 -3.36
H -0.39 -4.66 -3.86
H -0.42 -3.51 -5.38
H -1.37 1.81 -2.02
H -2.20 2.20 -3.67
H -4.52 2.39 -2.55
H -3.89 1.77 -0.83
H -2.02 3.64 -0.84
H -3.81 4.24 -0.54
H -3.23 4.29 -3.66
H -3.89 5.66 -2.54
H -0.32 6.94 -1.79
H -2.01 6.88 -0.93
H -0.78 5.44 -0.75
H 1.57 4.15 -3.84
H 0.76 3.60 -2.16
H 1.33 5.44 -2.48
H -3.67 -1.66 -2.77
H -4.21 -0.38 -1.50
H -4.82 -0.78 -4.42
H -6.58 0.75 -2.49
H -6.19 -1.08 -2.17
H -7.01 -0.60 -3.81
H 0.84 -1.08 0.22
H 1.09 -1.93 -1.44
H -1.93 -4.42 -1.21
H -2.73 -2.97 -0.23
H -2.75 -4.48 1.97
H -3.63 -5.39 0.53
H -1.89 -5.88 1.06
H -1.88 1.27 0.10
H -3.20 -0.75 0.40
H -2.52 0.15 -6.15
H 1.14 -0.49 -6.57
F 3.22 -1.17 7.48
C 2.36 -1.00 6.46
C 1.43 -1.99 6.18
C 0.53 -1.81 5.13
C 0.59 -0.64 4.36
C 1.53 0.34 4.65
C 2.42 0.17 5.71
H 1.41 -2.90 6.78
H -0.21 -2.58 4.90
H -0.11 -0.50 3.54
H 1.57 1.25 4.05
H 3.15 0.93 5.95
F 1.37 -5.81 1.16
C 1.73 -5.80 2.45
C 1.53 -6.94 3.22
C 1.91 -6.94 4.56
C 2.47 -5.79 5.12
C 2.66 -4.65 4.34
C 2.29 -4.66 3.00
H 1.09 -7.82 2.77
H 1.77 -7.83 5.17
H 2.76 -5.79 6.17
H 3.09 -3.75 4.79
H 2.44 -3.78 2.38
F 3.30 -1.45 2.25
C 4.49 -0.85 2.09
C 4.88 0.13 2.98
C 6.12 0.75 2.82
C 6.95 0.38 1.75
C 6.54 -0.60 0.85
C 5.30 -1.23 1.02
H 4.23 0.41 3.80
H 6.45 1.51 3.52
H 7.91 0.87 1.62
H 7.18 -0.89 0.02
H 4.97 -2.00 0.34
F -1.06 6.48 1.18
C -1.58 7.31 2.10
C -2.19 6.78 3.23
C -2.72 7.65 4.19
C -2.65 9.03 3.99
C -2.05 9.55 2.84
C -1.50 8.68 1.89
H -2.24 5.71 3.36
H -3.19 7.25 5.08
H -3.07 9.71 4.73
H -2.00 10.62 2.69
H -1.02 9.06 1.00

Results
LUMO energy = -5.2 eV
2S+1 = 1
Total charge = +1
Energy relative to the best compared isomer or geometry (same formula, charge and spin) = 1259.6 kJ/mol
E_HOMO = -10.659 eV
HOMO-LUMO gap = 5.4 eV
Calculated total energy = -3878.39968 hartree